Entry 1:
ORCA calculation (ωB97M-V/def2-TZVPD) on a molecular structure, C39H37As2ClIN5NaO4S2 in a non-equilibrium geometry.

Positions of all 92 atoms, in Å:
1 Na 0.0298 0.8358 -1.5540
2 C -0.9637 -1.6295 2.3913
3 C 0.4739 -1.2254 2.4781
4 As 0.7845 0.5432 1.5791
5 C -0.2445 1.7862 2.7487
6 C -0.5542 1.4995 4.0711
7 C -1.5344 2.2286 4.6958
8 C -2.2198 3.2723 4.0506
9 C -1.8822 3.5726 2.7454
10 C -0.9033 2.8726 2.1325
11 C 2.4977 0.8249 2.2606
12 C 2.9438 1.9768 2.8436
13 C 4.2387 2.1783 3.1855
14 C 5.2842 1.2425 3.0727
15 C 4.8797 0.0292 2.4632
16 C 3.5220 -0.1644 2.1645
17 As -1.7395 -1.4045 0.5834
18 C -3.3562 -0.6734 1.3693
19 C -4.0136 -1.2425 2.4620
20 C -4.9184 -0.4500 3.1291
21 C -5.0471 0.8944 2.8832
22 C -4.3303 1.4346 1.8024
23 C -3.5083 0.6449 1.0385
24 C -2.1938 -3.2731 0.3434
25 C -3.4566 -3.7659 0.2709
26 C -3.7302 -5.0896 0.0636
27 C -2.6312 -5.9389 -0.1259
28 C -1.3456 -5.4709 -0.0293
29 C -1.0921 -4.1507 0.2593
30 H -1.5056 -1.0625 3.1269
31 H -1.0167 -2.6747 2.6548
32 H 1.0897 -1.8847 1.7602
33 H 0.9310 -1.1451 3.4510
34 H -0.0558 0.7126 4.5841
35 H -1.7730 1.9542 5.7087
36 H -3.0713 3.7228 4.5736
37 H -2.5144 4.2595 2.1580
38 H -0.7084 3.0967 1.0908
39 H 2.2352 2.8736 2.9626
40 H 4.4046 3.1615 3.6104
41 H 6.2530 1.5493 3.3022
42 H 5.5730 -0.7936 2.3541
43 H 3.3218 -1.1229 1.7362
44 H -3.8907 -2.2594 2.7303
45 H -5.4656 -0.8736 3.9034
46 H -5.6726 1.5350 3.5101
47 H -4.4557 2.4933 1.5140
48 H -2.8341 1.1170 0.2546
49 H -4.2579 -3.0782 0.4788
50 H -4.7590 -5.3008 -0.1284
51 H -2.8036 -6.9698 -0.3686
52 H -0.4888 -6.1438 -0.0228
53 H -0.1424 -3.6837 0.4317
54 Cl 3.2057 6.5941 -4.0880
55 C 2.2189 5.5381 -3.1240
56 C 1.1175 5.9846 -2.4585
57 C 0.2904 5.1281 -1.6888
58 I -1.1667 5.9046 -0.3140
59 C 0.5679 3.7832 -1.4694
60 O -0.0854 3.0189 -0.7029
61 C 1.6963 3.2941 -2.2617
62 N 1.9638 2.0031 -2.1659
63 C 2.8547 1.4439 -2.9597
64 C 3.6483 2.1692 -3.8557
65 C 3.4241 3.5079 -3.9774
66 C 2.4944 4.1579 -3.1387
67 H 0.9489 7.0205 -2.3941
68 H 2.9886 0.3254 -2.8536
69 H 4.3880 1.6628 -4.4707
70 H 3.8993 4.1192 -4.7398
71 C 0.0509 -3.6009 -4.4797
72 C -1.1783 -2.8078 -4.2177
73 N -2.4895 -3.0878 -4.3548
74 N -3.1255 -1.9328 -3.9153
75 C -2.2790 -0.9437 -3.4801
76 S -2.6950 0.6666 -3.0126
77 N -1.0271 -1.5413 -3.6713
78 N 0.1873 -0.8848 -3.5007
79 H 0.8327 -2.9247 -4.8306
80 H -0.0688 -4.3541 -5.2085
81 H 0.4652 -4.0773 -3.5506
82 H -4.0889 -1.9776 -3.6981
83 H 0.8717 -1.2485 -2.8194
84 H 0.5245 -0.5021 -4.3513
85 C 4.0654 -1.7593 -1.2690
86 S 2.5217 -2.5800 -0.9702
87 O 2.6009 -3.1954 0.3433
88 O 2.3438 -3.5214 -2.0396
89 O 1.4931 -1.5212 -1.0430
90 H 4.9087 -2.3081 -0.8980
91 H 4.1011 -0.7515 -0.7622
92 H 4.1483 -1.6427 -2.3628

The value obtained for the largest force on an atom is 3.7 eV/Å. Its charge is -1. The value obtained for the orbital gap is 0.2454 hartree. As for the relative energy (zero: lowest compared OMol25 entry of this formula, charge and spin): 0.00 kcal/mol. The HOMO energy is -4.845 eV.

Löwdin atomic charge list, values in e, 5 entries: Na 0.111; C -0.428; C -0.416; As 1.318; C -0.341


Entry 2:
ORCA calculation (ωB97M-V/def2-TZVPD) on a molecular structure, C39H37BCl3FN9O4Y.

Positions of all 95 atoms, in Å:
1 Y 1.4043 -1.8808 1.1312
2 C -1.7217 -5.2352 0.7418
3 C -1.1058 -4.0442 0.3513
4 N -0.1382 -3.7208 1.2030
5 N -0.1044 -4.6873 2.1397
6 C -1.0450 -5.6089 1.8870
7 B 0.9612 -4.7016 3.2513
8 N 0.9324 -3.3914 4.0756
9 C 0.5051 -3.2306 5.3372
10 C 0.8278 -1.9519 5.7461
11 C 1.4625 -1.3879 4.6366
12 N 1.5258 -2.2609 3.6366
13 N 2.3557 -4.7842 2.6147
14 C 3.3235 -5.6581 2.9312
15 C 4.4761 -5.2879 2.2718
16 C 4.1115 -4.1438 1.5574
17 N 2.8320 -3.8444 1.7668
18 H -2.5347 -5.7503 0.2609
19 H -1.3180 -3.4211 -0.5003
20 H -1.1652 -6.4732 2.5187
21 H 0.7747 -5.6380 3.9723
22 H 0.0092 -4.0314 5.8610
23 H 0.6326 -1.4949 6.7008
24 H 1.8749 -0.3987 4.5230
25 H 3.1302 -6.4752 3.6065
26 H 5.4350 -5.7750 2.2980
27 H 4.7248 -3.5395 0.9131
28 Cl -3.3965 3.1915 4.4313
29 C -2.0441 2.3001 3.7962
30 C -2.1491 0.9345 3.6007
31 C -1.0792 0.2466 3.0597
32 Cl -1.2316 -1.4500 2.7432
33 C 0.1513 0.8560 2.6817
34 O 1.1353 0.2383 2.1558
35 C 0.1771 2.2579 2.9264
36 Cl 1.6226 3.1076 2.4819
37 C -0.8767 2.9682 3.4640
38 H -3.0543 0.4019 3.8587
39 H -0.7871 4.0352 3.6126
40 F -2.7826 3.4558 0.7514
41 C -2.2995 2.8100 -0.3270
42 C -1.6839 1.5985 -0.1791
43 C -1.2260 0.9094 -1.3016
44 C -0.5223 -0.3657 -1.1094
45 O -0.3834 -0.8201 0.0336
46 C -0.0249 -0.9835 -2.3048
47 C -0.2840 -0.4152 -3.5018
48 N -0.9839 0.7442 -3.6836
49 C -1.2675 1.1947 -5.0209
50 C -1.7981 0.2021 -6.0061
51 C -2.7011 1.2672 -5.4654
52 C -1.4216 1.4518 -2.5848
53 C -2.0173 2.7119 -2.7031
54 C -2.4474 3.3969 -1.5795
55 N -3.0448 4.6894 -1.7574
56 C -2.7738 5.7186 -0.7494
57 C -2.9946 7.1048 -1.4332
58 N -3.5206 6.8137 -2.7972
59 C -4.8132 6.0774 -2.7043
60 C -4.4715 4.6829 -2.0895
61 C 0.7765 -2.3019 -2.2891
62 O 0.9682 -2.8114 -3.3928
63 O 1.1531 -2.6937 -1.1583
64 H -1.5541 1.1582 0.8017
65 H 0.0880 -0.8968 -4.3974
66 H -0.5829 1.9520 -5.3882
67 H -1.9488 -0.8122 -5.6628
68 H -1.4589 0.2746 -7.0293
69 H -3.4568 0.9660 -4.7518
70 H -2.9945 2.0806 -6.1159
71 H -2.1305 3.1812 -3.6712
72 H -1.7473 5.6178 -0.4066
73 H -3.4251 5.6226 0.1206
74 H -2.0660 7.6619 -1.5358
75 H -3.7147 7.7137 -0.8926
76 H -2.8681 6.0427 -3.0902
77 H -3.5397 7.6157 -3.4175
78 H -5.2406 5.9873 -3.7000
79 H -5.5008 6.6403 -2.0781
80 H -4.6586 3.8851 -2.8044
81 H -5.0897 4.4955 -1.2061
82 C 3.0542 -0.5681 -0.0732
83 C 4.3070 -1.2934 -0.2573
84 C 4.4525 -2.2925 -1.2428
85 C 5.6447 -2.9760 -1.4059
86 C 6.7431 -2.7031 -0.5960
87 C 6.6232 -1.7207 0.3803
88 C 5.4364 -1.0265 0.5420
89 H 2.5343 -0.4128 -1.0238
90 H 3.1946 0.3816 0.4457
91 H 3.6016 -2.5431 -1.8657
92 H 5.7214 -3.7452 -2.1663
93 H 7.6728 -3.2434 -0.7253
94 H 7.4735 -1.4884 1.0124
95 H 5.3599 -0.2629 1.3092

The value obtained for the largest force on an atom is 0.7 eV/Å. Its charge is 0. The value obtained for the orbital gap is 0.1337 hartree. As for the relative energy (zero: lowest compared OMol25 entry of this formula, charge and spin): 17.80 kcal/mol. The HOMO energy is -5.335 eV.

Löwdin atomic charge list, values in e, 5 entries: Y 1.500; C -0.052; C -0.143; N -0.078; N -0.026


Entry 3:
ORCA calculation (ωB97M-V/def2-TZVPD) on a molecular structure, C39H37F6N5O8RbS4 in a non-equilibrium geometry.

Positions of all 100 atoms, in Å:
1 Rb 0.3385 -0.7089 1.2600
2 O 1.5303 -2.5247 -0.3772
3 S 2.0358 -3.4108 -1.4253
4 C 1.1253 -2.9965 -2.9056
5 C 1.5238 -1.6817 -3.5521
6 C 0.4468 -1.0821 -4.4720
7 C -0.6474 -0.3365 -3.7340
8 S -0.1424 0.9768 -2.6230
9 O 0.4577 0.3518 -1.4221
10 C 1.1890 1.6527 -3.5795
11 C 2.4672 1.5998 -3.0780
12 C 3.5024 2.1186 -3.8321
13 C 3.2716 2.6425 -5.0970
14 C 1.9756 2.6875 -5.5864
15 C 0.9228 2.2089 -4.8203
16 C 3.6045 -2.7253 -1.9374
17 C 4.3512 -3.3319 -2.9386
18 C 5.4970 -2.7185 -3.4123
19 C 5.9199 -1.5109 -2.8471
20 C 5.1692 -0.9206 -1.8366
21 C 3.9976 -1.5263 -1.3868
22 H 0.1082 -2.9832 -2.5281
23 H 1.2474 -3.8606 -3.5698
24 H 2.4235 -1.8637 -4.1340
25 H 1.7763 -0.9684 -2.7756
26 H -0.0155 -1.8756 -5.0555
27 H 0.9367 -0.4119 -5.1778
28 H -1.1831 -1.0146 -3.0522
29 H -1.3684 0.0990 -4.4227
30 H 2.6433 1.1495 -2.1063
31 H 4.5054 2.0991 -3.4062
32 H 4.0889 3.0123 -5.7073
33 H 1.7557 3.1020 -6.5696
34 H -0.0935 2.2612 -5.2055
35 H 4.0359 -4.2860 -3.3689
36 H 6.0748 -3.2074 -4.1921
37 H 6.8346 -1.0500 -3.1965
38 H 5.5204 -0.0039 -1.3745
39 H 3.4143 -1.0783 -0.5889
40 F 5.5989 -2.3552 2.4265
41 C 4.5087 -3.1041 2.3389
42 F 4.4322 -3.6315 1.1113
43 F 4.5215 -4.0816 3.2322
44 S 3.0165 -2.0832 2.5640
45 O 3.1309 -1.0338 1.5907
46 O 1.9048 -2.9721 2.4778
47 N 3.2068 -1.4861 4.0279
48 S 2.2106 -0.3195 4.4339
49 O 2.1069 -0.1612 5.8617
50 O 0.9287 -0.3771 3.7841
51 C 3.0007 1.2529 3.7969
52 F 2.5634 1.6151 2.5958
53 F 4.3262 1.1212 3.7593
54 F 2.6779 2.2393 4.6534
55 O -4.1573 6.1786 -1.1973
56 N -3.7786 6.2934 -0.0184
57 O -3.9233 7.3806 0.5792
58 C -3.1543 5.1708 0.6462
59 C -2.6427 5.4485 1.8962
60 C -2.0154 4.4432 2.6530
61 C -1.5409 4.6862 3.9506
62 C -0.9544 3.6615 4.6408
63 C -0.8093 2.4152 4.0059
64 N -1.2163 2.1685 2.7836
65 C -1.8302 3.1456 2.0984
66 C -2.3264 2.8596 0.7755
67 N -2.1613 1.6219 0.3316
68 C -2.7107 1.2530 -0.7976
69 C -3.4303 2.1404 -1.5991
70 C -3.6084 3.4457 -1.1845
71 C -3.0549 3.8527 0.0330
72 H -2.7605 6.4523 2.2751
73 H -1.6692 5.6767 4.3691
74 H -0.5610 3.8014 5.6319
75 H -0.3348 1.5716 4.5074
76 H -2.6110 0.1943 -1.0418
77 H -3.8744 1.8302 -2.5338
78 H -4.1857 4.1262 -1.7839
79 C -5.3261 -0.5796 1.2655
80 N -5.2295 -1.2333 2.5727
81 C -5.7942 -2.5746 2.5387
82 C -3.8615 -1.2397 3.1410
83 C -2.8999 -2.1943 2.4426
84 C -2.4063 -3.2851 3.2132
85 C -1.5833 -4.2515 2.6563
86 C -1.2993 -4.1262 1.3156
87 C -1.8112 -3.0259 0.5833
88 C -2.5961 -1.9663 1.0683
89 H -6.3680 -0.6354 0.9416
90 H -4.6620 -1.0171 0.5113
91 H -5.0602 0.4777 1.3744
92 H -6.8376 -2.5306 2.1750
93 H -5.8122 -3.0057 3.5411
94 H -5.2247 -3.2590 1.8881
95 H -3.9496 -1.4722 4.2120
96 H -3.4709 -0.2257 3.0252
97 H -2.6497 -3.3351 4.2790
98 H -1.1808 -5.0663 3.2414
99 H -0.5934 -4.8055 0.8194
100 H -1.4479 -2.9735 -0.4462

The value obtained for the largest force on an atom is 2.8 eV/Å. Its charge is -1. The value obtained for the orbital gap is 0.1402 hartree. As for the relative energy (zero: lowest compared OMol25 entry of this formula, charge and spin): 7.56 kcal/mol. The HOMO energy is -3.135 eV.

Löwdin atomic charge list, values in e, 5 entries: Rb 0.929; O -0.604; S 0.974; C -0.311; C -0.224


Q: Which of these has the highest relative energy (zero: lowest compared OMol25 entry of this formula, charge and spin)?
A: C39H37BCl3FN9O4Y